No. 1
# C5H8N2

An isolated molecule of C5H8N2 (ωB97M-V with the def2-TZVPD basis set, the OMol25 dataset).

Positions of all 15 atoms, in Å:
N (-1.16526, 1.54149, -0.86902)
N (-0.25118, -0.63842, -0.41779)
C (-0.08011, 0.75261, -0.49897)
C (1.21402, 1.07781, -0.23040)
C (1.91770, -0.16709, -0.01822)
C (-1.12074, -1.02490, 0.69925)
C (1.03147, -1.17200, -0.18004)
H (-0.63612, -0.69743, 1.63148)
H (-1.23455, -2.11078, 0.72891)
H (1.13408, -2.24515, -0.08737)
H (-2.03371, 1.04362, -0.99630)
H (-1.27836, 2.41383, -0.37615)
H (2.96633, -0.28308, 0.22042)
H (-2.10606, -0.56053, 0.61498)
H (1.64249, 2.07001, -0.22077)

Forces on the atoms, in the same order (eV/Å):
-0.011 -0.038 0.123
0.140 0.138 0.021
0.150 -0.009 0.110
-0.055 0.050 -0.103
0.043 -0.092 -0.070
-0.299 -0.106 0.115
0.174 -0.019 0.110
-0.272 -0.067 -0.030
-0.058 0.135 -0.079
0.065 0.183 0.061
0.114 0.045 0.045
0.047 -0.091 -0.001
-0.081 0.061 -0.159
0.086 -0.095 -0.029
-0.043 -0.095 -0.113

SMILES: Cn1cccc1N
energy: -8294.076 eV
largest force on an atom: 0.34 eV/A
net charge: 0

***

No. 2
# C29H22BrCrN6OS

A structure of composition C29H22BrCrN6OS (ωB97M-V with the def2-TZVPD basis set, the OMol25 dataset).

Positions of all 61 atoms, in Å:
Br (-1.16356, -2.06890, -2.01295)
Cr (0.37560, -0.42773, -0.49094)
S (-0.69884, 2.48529, 0.55223)
O (0.49874, -1.62944, 1.04382)
N (1.81672, 0.75434, 0.12243)
N (-1.81208, -0.28361, 0.46163)
N (1.68470, 1.47877, -2.09732)
N (0.51377, 0.84096, -2.08524)
N (-3.21861, 2.88696, -0.14754)
N (-2.71774, 0.71294, 0.21836)
C (-2.43184, -3.72007, 1.54850)
C (-0.60781, 2.01361, -5.41676)
C (-2.27562, 1.93658, 0.19028)
C (-0.25825, -2.65238, 1.31247)
C (0.32711, -3.88712, 1.66928)
C (-2.51419, 1.42508, -4.09627)
C (-1.68738, 1.05399, -3.05184)
C (4.14830, -2.58176, -1.11841)
C (3.56123, 1.54822, 1.53254)
C (1.84733, -1.72733, -1.24440)
C (2.62197, -3.69254, -2.59025)
C (0.22924, 1.65938, -4.37712)
C (3.13201, -1.69125, -0.73490)
C (2.34593, 1.43618, -0.93775)
C (-0.29515, 1.16704, -3.16813)
C (0.03741, -4.06117, -3.59383)
C (0.31013, -3.08171, -2.68293)
C (3.55375, 2.15402, -0.78511)
C (1.58905, -2.79848, -2.15714)
C (-1.98792, 1.90450, -5.28841)
C (-0.44371, -5.00366, 1.90744)
C (2.34172, -4.70559, -3.53724)
C (-1.67789, -2.57445, 1.27069)
C (1.08590, -4.87960, -4.04445)
C (-1.83635, -4.92799, 1.84514)
C (4.15625, 2.20403, 0.44297)
C (3.91417, -3.55380, -2.04947)
C (-2.35690, -1.34108, 0.95068)
C (2.40378, 0.83656, 1.31539)
H (3.95387, 2.65598, -1.65414)
H (-2.11756, 0.71845, -2.11675)
H (-4.02858, 2.53261, -0.63510)
H (4.70194, -4.22568, -2.37060)
H (5.07709, 2.75762, 0.57885)
H (4.00263, 1.58160, 2.51786)
H (3.15156, -5.35614, -3.84827)
H (5.13544, -2.48408, -0.68018)
H (1.40941, -3.92764, 1.70384)
H (1.30105, 1.74170, -4.47046)
H (-2.83069, 3.74538, -0.49602)
H (1.91740, 0.28882, 2.11345)
H (-2.64001, 2.19805, -6.10168)
H (-0.17799, 2.38059, -6.34178)
H (-0.97442, -4.20068, -3.94906)
H (-3.51409, -3.64362, 1.50806)
H (-3.43216, -1.30523, 1.13607)
H (-2.43772, -5.81115, 2.02210)
H (3.40424, -0.94848, 0.00115)
H (0.03688, -5.94844, 2.13431)
H (0.88055, -5.64964, -4.77724)
H (-3.58889, 1.35012, -3.97746)

Forces on the atoms, in the same order (eV/Å):
0.303 -0.113 -0.090
-0.911 -0.970 0.795
0.143 -0.098 -0.030
0.228 0.438 0.032
0.702 0.571 -0.170
0.221 -0.123 -0.185
-0.304 0.061 -0.454
0.610 0.484 0.027
-0.280 -0.023 0.012
-0.819 -0.071 -0.285
-0.017 0.189 -0.053
-0.078 0.008 -0.069
0.548 0.157 0.090
-0.345 -0.250 0.094
0.049 0.156 -0.095
-0.076 0.003 -0.109
0.202 -0.039 0.158
0.110 -0.216 -0.203
0.024 -0.033 -0.003
0.128 -0.088 -0.044
-0.200 0.152 0.035
0.097 -0.196 0.309
-0.193 0.174 -0.058
-0.141 -0.085 0.374
-0.314 0.141 -0.514
-0.109 0.252 0.166
-0.397 0.001 -0.132
0.060 -0.035 0.027
0.233 -0.098 -0.085
0.057 0.017 0.005
-0.086 0.056 0.002
-0.098 -0.115 -0.106
0.491 -0.307 -0.001
0.173 -0.076 -0.023
0.002 -0.204 0.055
-0.125 -0.031 -0.095
0.129 0.123 0.148
-0.080 0.267 0.090
-0.025 -0.119 0.316
-0.001 0.016 0.007
-0.006 0.022 0.015
0.053 -0.024 0.011
-0.022 -0.020 -0.010
0.004 0.003 -0.023
-0.051 -0.005 0.016
0.009 0.022 -0.009
-0.014 0.026 0.019
-0.008 -0.006 -0.012
0.038 0.049 -0.021
0.051 0.021 0.002
-0.030 -0.033 -0.062
-0.005 -0.016 0.005
0.000 0.002 0.009
0.013 -0.034 -0.005
0.005 -0.005 0.003
0.020 0.034 0.020
-0.018 0.037 0.022
0.009 -0.013 -0.003
-0.002 0.006 0.023
0.032 -0.021 0.020
0.010 -0.023 0.044

energy: -150719.598 eV
largest force on an atom: 1.55 eV/A
⟨S²⟩: 6.064
spin multiplicity: 5
net charge: -1

***

No. 3
# C19H28N5ORuS4Sb

A structure of composition C19H28N5ORuS4Sb (ωB97M-V with the def2-TZVPD basis set, the OMol25 dataset).

Positions of all 59 atoms, in Å:
Sb (0.63587, 0.19616, 2.84369)
Ru (-0.01891, 0.50153, 0.29448)
S (0.83007, 2.62993, -0.69866)
S (-1.95559, 1.19294, 0.88461)
S (0.09949, 0.15326, -2.06155)
S (-0.75987, -1.64029, 0.73457)
O (2.13429, 0.08097, 0.36616)
N (-7.24116, -0.60335, 3.43995)
N (-5.71553, -4.32498, 3.18465)
N (-0.93803, 2.61522, -2.55602)
N (4.32505, 0.00663, -0.11953)
N (2.91867, -1.62055, -0.93190)
C (3.09141, -0.49724, -0.22491)
C (1.82890, 1.82381, 3.54803)
C (5.52179, -0.57927, -0.70917)
C (-0.07324, 1.83390, -1.96804)
C (-4.17282, 0.08306, 1.98094)
C (-4.89704, -0.99161, 2.42796)
C (-1.60907, 1.38701, 4.58652)
C (-2.89355, -0.12848, 1.43391)
C (-5.11159, -3.42743, 2.80203)
C (-1.12061, 3.97670, -2.03291)
C (1.86288, -1.50598, 3.18482)
C (-2.34497, -1.41747, 1.35065)
C (2.42943, -1.52083, 4.60089)
C (-6.19821, -0.78441, 2.99702)
C (-0.19010, 4.13929, -0.81160)
C (-4.35227, -2.30353, 2.33152)
C (-3.10063, -2.51358, 1.80442)
C (-0.91622, 0.06330, 4.29513)
C (1.65911, 3.14028, 2.80869)
H (-2.16365, 4.08524, -1.73955)
H (1.64715, -1.58909, 5.35726)
H (5.73769, -1.55754, -0.27775)
H (-4.58644, 1.08057, 2.05186)
H (-1.60549, -0.73740, 4.02972)
H (-2.70331, -3.51794, 1.74555)
H (1.55628, 1.91858, 4.60184)
H (1.25057, -2.38338, 2.97962)
H (-0.74295, 4.28403, 0.11294)
H (4.39801, 0.85715, 0.41195)
H (2.00505, -2.03447, -0.98530)
H (-0.90035, 2.15374, 4.90321)
H (5.42573, -0.66134, -1.79261)
H (-0.89960, 4.70794, -2.80760)
H (3.03514, -0.63999, 4.81631)
H (6.36251, 0.07490, -0.50077)
H (2.29891, 3.90444, 3.25033)
H (-2.32586, 1.25725, 5.39778)
H (3.68810, -2.10695, -1.35807)
H (2.64807, -1.46505, 2.43050)
H (3.07111, -2.39293, 4.72762)
H (1.94179, 3.04182, 1.75947)
H (2.86093, 1.47212, 3.52289)
H (-0.36782, -0.28199, 5.17671)
H (-2.15426, 1.77299, 3.72507)
H (0.50034, 4.96798, -0.94352)
H (-1.56821, 2.24286, -3.25609)
H (0.63066, 3.50333, 2.85786)

Forces on the atoms, in the same order (eV/Å):
0.128 0.216 -0.016
-0.334 -0.694 0.233
0.020 0.034 0.044
0.067 0.112 -0.091
0.117 0.066 -0.190
0.069 0.148 -0.045
0.057 0.296 0.014
-0.002 0.024 0.032
0.013 -0.036 0.001
0.000 0.051 -0.010
-0.087 -0.027 -0.013
-0.049 -0.056 -0.001
0.036 -0.059 -0.031
-0.014 -0.075 0.096
0.001 0.009 -0.011
-0.003 0.016 0.108
-0.019 -0.039 0.047
-0.023 0.072 0.026
-0.013 0.009 0.008
0.068 -0.010 -0.028
-0.035 0.061 0.005
0.009 -0.037 -0.034
-0.041 -0.002 -0.065
0.014 0.000 0.006
0.005 -0.013 0.036
-0.007 -0.050 -0.062
-0.026 0.029 -0.003
0.052 -0.094 -0.009
-0.067 0.013 0.040
0.167 -0.046 0.127
-0.023 0.019 -0.005
0.003 0.051 -0.017
-0.002 0.002 -0.010
0.000 -0.005 -0.007
0.022 0.011 -0.015
-0.036 0.039 -0.095
0.018 0.006 -0.010
0.011 0.031 -0.015
-0.010 0.000 0.008
0.000 -0.054 0.012
0.004 0.009 -0.004
0.001 0.000 0.014
-0.001 -0.005 0.001
-0.002 -0.004 0.001
0.034 -0.018 -0.014
-0.003 0.005 -0.006
-0.002 -0.006 0.013
-0.012 0.009 0.004
-0.009 0.014 -0.013
-0.009 -0.008 -0.029
0.005 -0.006 0.020
0.002 0.003 0.002
0.030 -0.004 0.023
-0.001 0.003 -0.067
-0.059 -0.010 0.008
-0.020 -0.002 -0.040
-0.020 0.020 0.025
-0.015 -0.012 0.017
-0.009 -0.005 -0.013

energy: -82102.923 eV
largest force on an atom: 0.81 eV/A
net charge: +2

***

No. 4
# C4H3NO2

An isolated molecule of C4H3NO2 (ωB97M-V with the def2-TZVPD basis set, the OMol25 dataset).

Positions of all 10 atoms, in Å:
O (-1.13787, 0.25951, 1.55903)
O (0.92869, 0.00413, -2.39607)
N (-1.29983, 0.66419, 0.26545)
C (0.55911, -0.62030, 0.44615)
C (-0.01733, -0.48022, 1.65910)
C (-0.28776, 0.14953, -0.39041)
C (0.04056, 0.54397, -1.77904)
H (1.45634, -1.13705, 0.14631)
H (-0.50930, 1.41529, -2.17234)
H (0.26579, -0.78740, 2.65482)

Forces on the atoms, in the same order (eV/Å):
0.035 -0.065 0.151
-0.424 0.233 0.189
0.358 0.021 -0.291
0.032 0.018 0.190
0.088 -0.090 -0.078
0.061 0.142 0.114
0.204 -0.111 -0.218
-0.072 0.071 0.141
-0.101 -0.143 -0.088
-0.180 -0.077 -0.109

SMILES: O=Cc1ccon1
energy: -9779.558 eV
largest force on an atom: 0.52 eV/A
net charge: 0

***

No. 5
# C4H7NO

An isolated molecule of C4H7NO (ωB97M-V with the def2-TZVPD basis set, the OMol25 dataset).

Positions of all 13 atoms, in Å:
O (0.73362, 2.15871, -0.12990)
N (-0.18661, 0.00520, 0.01236)
C (2.17411, 0.86839, 0.23623)
C (-1.58588, 0.37685, -0.03160)
C (0.21043, -1.37886, 0.15356)
C (0.78683, 0.91309, -0.00566)
H (-1.65529, 1.46554, -0.08448)
H (0.06748, -1.93872, -0.77663)
H (-2.08254, -0.05721, -0.90668)
H (2.71330, 0.82244, -0.72144)
H (-2.09779, 0.02862, 0.87337)
H (-0.35023, -1.86189, 0.95934)
H (1.27257, -1.40216, 0.42152)

Forces on the atoms, in the same order (eV/Å):
0.070 -0.242 0.008
0.222 0.182 0.020
-0.053 0.131 -0.115
-0.090 0.059 -0.019
0.058 -0.142 0.061
-0.109 -0.081 0.050
0.020 -0.157 -0.003
-0.037 0.046 0.108
0.096 0.055 0.109
-0.092 0.116 0.054
0.076 0.049 -0.125
0.008 0.053 -0.101
-0.169 -0.069 -0.050

energy: -7795.435 eV
largest force on an atom: 0.29 eV/A
net charge: 0

***

No. 6
# C9H14

A cluster of 2 separate species, C9H14 in total (ωB97M-V with the def2-TZVPD basis set, the OMol25 dataset).

Positions of all 23 atoms, in Å:
C (-0.41108, -0.91951, 0.67713)
C (0.89010, 3.37777, 1.04298)
C (0.38187, -1.75087, -1.92829)
C (-0.08284, 3.12269, -0.07671)
C (-0.96808, -1.33309, -1.67111)
C (1.27712, -1.77193, -0.81825)
C (-1.25718, -0.92153, -0.37752)
C (-0.79368, -0.33042, 1.97644)
C (0.90446, -1.27358, 0.41902)
H (-1.62369, 0.36035, 1.88408)
H (-0.61508, 3.94643, -0.36133)
H (-2.27456, -0.63235, -0.30260)
H (0.50670, 2.74482, -1.06134)
H (2.29319, -2.14428, -0.92769)
H (-1.23943, -1.03939, 2.66817)
H (1.83473, 2.83829, 0.84502)
H (0.62202, 2.84928, 1.99605)
H (0.64269, -1.88290, -2.98574)
H (-0.01567, 0.01113, 2.55092)
H (1.08226, 4.50271, 1.24512)
H (-1.77902, -1.55676, -2.33591)
H (-0.61224, 2.19832, 0.12574)
H (1.53389, -1.39300, 1.19736)

Forces on the atoms, in the same order (eV/Å):
0.797 1.892 2.009
1.288 0.462 1.476
-0.870 0.886 -0.136
3.263 -3.518 -2.027
0.979 -0.854 2.130
0.515 0.411 0.536
-2.763 -0.531 -4.060
-2.145 -1.237 -0.901
-0.136 -1.959 -3.260
0.116 0.496 -0.243
-1.907 1.762 -0.564
-0.826 0.355 0.761
-1.066 1.264 1.963
-0.198 0.127 -0.190
-0.226 -0.897 -0.036
-0.038 0.791 -0.171
-0.381 0.965 -0.553
0.388 -0.424 0.649
2.134 1.224 0.955
-0.190 -2.064 -0.277
-0.041 0.542 -0.612
-0.976 0.272 0.153
2.282 0.039 2.398

energy: -9549.885 eV
largest force on an atom: 5.21 eV/A
⟨S²⟩: 0.767
spin multiplicity: 2
net charge: +1

***

No. 7
# C15H11AuN3O5

A structure of composition C15H11AuN3O5 (ωB97M-V with the def2-TZVPD basis set, the OMol25 dataset).

Positions of all 35 atoms, in Å:
Au (-1.28566, -1.25770, 0.00004)
O (-3.48119, -0.33024, 0.03653)
O (-2.12801, 1.19059, -0.50368)
O (-1.79482, -2.68773, -1.42801)
O (-0.91128, -4.13827, -2.88000)
O (-1.08703, -0.41364, 1.97925)
N (-1.73075, 0.71127, 2.25483)
N (-3.30396, 0.85314, -0.36781)
N (0.60149, -1.49085, -1.16835)
C (1.66323, -3.01006, -2.65906)
C (2.89783, 1.17116, -0.23219)
C (1.75481, 0.43196, -0.31819)
C (-1.06022, 1.87459, 2.22304)
C (-0.82165, -3.20555, -2.11160)
C (-3.02989, 0.66921, 2.57451)
C (2.91292, -1.17118, -1.74993)
C (1.74438, -0.75835, -1.07205)
C (2.84286, -2.34203, -2.53898)
C (-3.05315, 3.04785, 2.80761)
C (0.54114, -2.53511, -1.94939)
C (4.08461, -0.38858, -1.63115)
C (-1.70100, 3.05912, 2.49790)
C (4.07970, 0.75509, -0.88663)
C (-3.71426, 1.83413, 2.84933)
H (-1.13764, 3.98084, 2.45998)
H (2.89798, 2.09364, 0.33513)
H (-3.58115, 3.97048, 3.00511)
H (4.97805, 1.35237, -0.80567)
H (-4.76800, 1.77501, 3.08080)
H (1.53676, -3.88753, -3.27651)
H (0.83213, 0.75216, 0.15214)
H (-3.47802, -0.31027, 2.56261)
H (-0.01555, 1.78974, 1.96811)
H (4.98251, -0.70518, -2.14961)
H (3.73285, -2.68006, -3.05808)

Forces on the atoms, in the same order (eV/Å):
-0.842 0.223 -0.246
0.382 -0.218 -0.110
-0.243 0.159 -0.139
0.326 -0.057 -0.151
0.002 -0.050 -0.027
0.372 0.066 0.125
-0.031 0.010 0.031
0.200 -0.095 0.064
-0.042 0.105 0.369
-0.085 -0.030 -0.064
0.078 0.050 0.006
-0.089 0.056 0.078
0.052 0.094 -0.016
-0.165 0.060 0.119
-0.111 -0.021 0.063
-0.092 0.099 0.061
0.236 -0.080 -0.045
0.030 -0.047 -0.049
0.026 -0.025 -0.041
0.007 -0.166 -0.124
0.057 0.013 -0.005
0.053 0.030 0.030
-0.047 0.003 0.022
-0.072 0.023 0.053
-0.013 -0.037 -0.017
0.028 -0.015 -0.016
0.013 -0.017 0.013
-0.014 0.010 0.011
0.024 -0.021 -0.005
-0.009 0.009 0.013
0.033 -0.081 -0.022
0.043 -0.016 -0.005
-0.033 -0.022 0.000
-0.039 -0.010 0.014
-0.034 -0.002 0.010

energy: -34128.646 eV
largest force on an atom: 0.90 eV/A
⟨S²⟩: 0.755
spin multiplicity: 2
net charge: 0

***

No. 8
# C3H15NO3S

A cluster of 4 separate species, C3H15NO3S in total (ωB97M-V with the def2-TZVPD basis set, the OMol25 dataset).

Positions of all 23 atoms, in Å:
S (2.05592, -1.93250, -0.82971)
O (-1.38913, -0.42190, 2.25634)
O (-2.47453, -1.22993, -0.25781)
O (-1.06941, -0.87554, -2.76256)
N (0.56436, 1.46739, 0.57235)
C (1.46850, 0.67825, -0.28355)
C (1.80292, -0.65424, 0.42177)
C (-0.46108, 2.23921, -0.12608)
H (1.06052, 0.49484, -1.27555)
H (2.58958, -0.60320, 1.17691)
H (-0.32658, -1.32288, -2.38256)
H (-1.20111, 1.55014, -0.52379)
H (-0.75677, -1.13824, 1.98421)
H (-2.10174, -0.78163, 0.52987)
H (-0.16687, 2.94110, -0.93174)
H (-0.87340, 2.95092, 0.59434)
H (-2.86202, -2.07734, -0.03336)
H (0.93613, -0.90859, 1.04642)
H (-1.80144, -1.29554, -2.27651)
H (1.10415, 2.13138, 1.09601)
H (2.36225, 1.29745, -0.43813)
H (-0.77451, 0.33447, 2.31645)
H (2.31424, -2.84362, 0.12668)

Forces on the atoms, in the same order (eV/Å):
0.221 0.223 0.284
0.868 -0.348 -0.257
-0.046 0.440 -0.610
-0.994 0.015 -0.405
-0.380 0.371 -0.611
0.624 0.305 0.900
-0.818 0.546 -0.092
-0.001 0.454 0.101
-0.426 0.028 0.123
0.447 0.139 -0.484
0.981 -0.403 0.402
-0.275 0.152 0.014
-0.615 0.362 0.473
-0.333 -0.550 0.031
0.535 -0.610 -0.142
-0.508 -0.435 0.181
0.166 0.037 0.588
-0.009 -0.171 -0.468
0.211 0.539 0.062
0.393 0.030 0.301
0.170 -0.411 -0.211
-0.279 -0.125 -0.221
0.067 -0.589 0.042

energy: -21820.936 eV
largest force on an atom: 1.14 eV/A
⟨S²⟩: 0.751
spin multiplicity: 2
net charge: -1

***

- Look up the energy of the first one.
  -8294.076 eV

***

- What is the formula in the fourth record?
  C4H3NO2

***

- Which of these has the highest net charge?
  C19H28N5ORuS4Sb